No. 1
A single C5H11N molecule. Source: OMol25; level of theory: the ωB97M-V functional and the def2-TZVPD basis.

Spin multiplicity: 1
Frontier orbital gap: 10.4 eV
LUMO: 1.3 eV
SMILES: CCCN1CC1

Last column: natural (NBO) charge in e.
CARTESIAN COORDINATES (ANGSTROEM)
C 2.59 0.40 0.07  -0.607
C 1.32 -0.44 -0.02  -0.399
C 0.04 0.35 0.26  -0.214
N -1.10 -0.56 0.30  -0.404
C -2.42 0.00 0.50  -0.258
C -2.02 -0.55 -0.82  -0.259
H 2.61 1.18 -0.69  0.201
H 3.47 -0.23 -0.07  0.212
H 2.67 0.88 1.05  0.201
H 1.24 -0.92 -1.00  0.197
H 1.36 -1.26 0.72  0.207
H -0.09 1.14 -0.50  0.162
H 0.12 0.84 1.23  0.189
H -3.07 -0.57 1.16  0.200
H -2.51 1.09 0.58  0.187
H -2.38 -1.52 -1.16  0.200
H -1.84 0.18 -1.61  0.184

No. 2
A single C5H11N molecule in a non-equilibrium geometry. Source: OMol25; level of theory: the ωB97M-V functional and the def2-TZVPD basis.

Spin multiplicity: 1
Frontier orbital gap: 9.2 eV
LUMO: 1.2 eV
SMILES: CN1CCCC1

Last column: natural (NBO) charge in e.
CARTESIAN COORDINATES (ANGSTROEM)
C -1.68 -0.36 -1.29  -0.390
N -0.55 -0.62 -0.35  -0.467
C 0.83 -0.44 -0.88  -0.212
C 1.67 -0.07 0.41  -0.429
C 0.63 0.80 1.26  -0.420
C -0.67 -0.12 0.96  -0.200
H -1.29 -0.75 -2.16  0.202
H -2.67 -0.68 -0.86  0.211
H -1.77 0.80 -1.48  0.151
H 0.98 0.49 -1.56  0.168
H 1.27 -1.28 -1.30  0.193
H 2.12 -0.99 0.78  0.211
H 2.50 0.68 0.39  0.218
H 0.58 0.89 2.31  0.213
H 0.59 1.91 0.93  0.201
H -1.68 0.50 1.00  0.167
H -0.87 -0.76 1.85  0.183

No. 3
A single C5H11N molecule in a non-equilibrium geometry. Source: OMol25; level of theory: the ωB97M-V functional and the def2-TZVPD basis.

Spin multiplicity: 1
Frontier orbital gap (alpha / beta): 7.4 / 8.0 eV
LUMO (alpha / beta): 0.9 / 0.9 eV

Last column: natural (NBO) charge in e.
CARTESIAN COORDINATES (ANGSTROEM)
C -1.39 1.24 -0.19  -0.633
C -1.33 -0.46 -0.22  -0.217
N -0.01 -0.84 0.25  -0.378
C 0.49 -2.03 0.56  -0.256
C 0.77 0.25 0.57  -0.070
C 1.60 0.78 -0.54  -0.672
H -2.23 1.46 -0.83  0.205
H -1.66 1.54 0.85  0.216
H -0.62 2.03 -0.45  0.231
H -2.05 -0.61 0.59  0.195
H -1.64 -1.24 -1.00  0.207
H -0.13 -2.85 0.88  0.173
H 1.57 -2.17 0.42  0.184
H 1.14 0.26 1.58  0.173
H 2.56 0.25 -0.49  0.216
H 1.78 1.86 -0.47  0.211
H 1.15 0.54 -1.52  0.215

No. 4
A single C5H11N molecule in a non-equilibrium geometry. Source: OMol25; level of theory: the ωB97M-V functional and the def2-TZVPD basis.

Spin multiplicity: 1
Frontier orbital gap: 10.0 eV
LUMO: 1.1 eV
SMILES: CC1(C)CCN1

Last column: natural (NBO) charge in e.
CARTESIAN COORDINATES (ANGSTROEM)
C -0.78 1.34 0.15  -0.626
C -0.30 -0.06 -0.06  0.105
C -1.45 -1.03 -0.23  -0.607
C 0.81 -0.51 0.94  -0.416
C 1.81 -0.07 -0.15  -0.219
N 0.71 -0.15 -1.13  -0.622
H -1.57 1.38 0.92  0.214
H -1.28 1.70 -0.77  0.208
H 0.04 2.06 0.42  0.210
H -2.07 -1.08 0.65  0.206
H -2.09 -0.71 -1.04  0.207
H -1.09 -2.04 -0.46  0.217
H 0.83 -0.04 1.92  0.208
H 0.79 -1.62 1.03  0.210
H 2.24 0.95 -0.03  0.170
H 2.67 -0.73 -0.39  0.186
H 0.73 0.62 -1.76  0.349

No. 5
A molecular structure, C5H11N in a non-equilibrium geometry. Source: OMol25; level of theory: the ωB97M-V functional and the def2-TZVPD basis.

Spin multiplicity: 1
Frontier orbital gap: 10.3 eV
LUMO: 1.0 eV

Last column: natural (NBO) charge in e.
CARTESIAN COORDINATES (ANGSTROEM)
C 0.99 -1.65 -0.57  -0.658
C 1.07 -0.65 0.75  -0.418
C -0.39 -0.11 0.86  -0.241
C -0.68 1.38 1.05  -0.447
C -1.06 0.69 -0.27  -0.074
H -0.15 -2.25 -0.58  0.217
H 1.94 -2.38 -0.33  0.212
H 1.21 -0.93 -1.68  0.248
H 1.93 0.17 0.57  0.223
H 1.29 -1.30 1.72  0.213
H -1.06 -0.76 1.45  0.216
H 0.21 2.01 1.11  0.217
H -1.54 1.69 1.71  0.216
H -2.19 0.66 -0.47  0.188
H -0.84 0.44 -2.26  0.358
H -0.44 1.99 -1.60  0.360
N -0.28 1.00 -1.46  -0.831

No. 6
A single C5H11N molecule in a non-equilibrium geometry. Source: OMol25; level of theory: the ωB97M-V functional and the def2-TZVPD basis.

Spin multiplicity: 1
Frontier orbital gap: 10.1 eV
LUMO: 1.1 eV
SMILES: CC1(C)C[C@H]1N

Last column: natural (NBO) charge in e.
CARTESIAN COORDINATES (ANGSTROEM)
C 1.65 -0.52 -0.54  -0.593
C 0.40 0.02 0.11  -0.074
C 0.53 1.48 0.34  -0.602
C -0.33 -0.93 1.04  -0.435
C -0.93 -0.50 -0.30  -0.061
N -2.14 0.27 -0.33  -0.826
H 2.46 -0.74 0.21  0.216
H 2.03 0.18 -1.37  0.206
H 1.34 -1.46 -1.08  0.203
H 0.64 1.84 -0.70  0.205
H -0.38 1.91 0.81  0.222
H 1.31 1.75 1.02  0.210
H 0.09 -1.95 1.09  0.216
H -0.73 -0.41 1.96  0.224
H -0.76 -1.36 -0.96  0.165
H -2.92 -0.35 -0.17  0.366
H -2.25 0.77 -1.15  0.360

No. 7
A molecular structure, C5H11N in a non-equilibrium geometry. Source: OMol25; level of theory: the ωB97M-V functional and the def2-TZVPD basis.

Spin multiplicity: 1
Frontier orbital gap: 10.1 eV
LUMO: 1.2 eV

Last column: natural (NBO) charge in e.
CARTESIAN COORDINATES (ANGSTROEM)
C -0.55 -1.24 1.80  -0.756
C 0.52 -1.40 0.20  -0.148
N 0.82 -0.16 -0.41  -0.421
C 0.54 0.93 0.48  -0.279
C -0.27 0.73 -0.76  -0.080
C -0.11 1.50 -2.05  -0.612
H 0.10 -1.67 2.56  0.210
H -1.10 -0.45 2.40  0.228
H -1.35 -1.91 1.53  0.209
H 1.45 -1.84 0.60  0.195
H 0.11 -2.08 -0.57  0.196
H 0.05 0.41 1.34  0.229
H 1.27 1.73 0.61  0.201
H -1.28 0.35 -0.58  0.189
H -0.71 2.42 -2.04  0.210
H -0.43 0.91 -2.91  0.211
H 0.94 1.77 -2.21  0.218

No. 8
A single C5H11N molecule in a non-equilibrium geometry. Source: OMol25; level of theory: the ωB97M-V functional and the def2-TZVPD basis.

Spin multiplicity: 1
Frontier orbital gap: 9.9 eV
LUMO: 1.0 eV
SMILES: C=CCCNC

Last column: natural (NBO) charge in e.
CARTESIAN COORDINATES (ANGSTROEM)
C 0.11 0.53 2.34  -0.443
C -0.78 -0.06 1.46  -0.127
C -1.21 0.66 0.25  -0.480
C -0.59 0.20 -0.97  -0.215
N 0.83 -0.11 -0.78  -0.629
C 1.36 -1.09 -1.74  -0.418
H 0.71 1.39 1.98  0.196
H 0.50 -0.21 3.09  0.210
H -1.42 -1.03 1.73  0.197
H -0.75 1.64 0.48  0.209
H -2.33 0.47 0.00  0.223
H -0.77 1.15 -1.62  0.180
H -1.12 -0.75 -1.33  0.187
H 1.36 0.77 -1.03  0.348
H 0.91 -2.09 -1.54  0.193
H 1.26 -0.86 -2.85  0.169
H 2.45 -1.16 -1.48  0.202

No. 9
A molecular structure, C5H11N in a non-equilibrium geometry. Source: OMol25; level of theory: the ωB97M-V functional and the def2-TZVPD basis.

Spin multiplicity: 1
Frontier orbital gap: 10.1 eV
LUMO: 1.0 eV

Last column: natural (NBO) charge in e.
CARTESIAN COORDINATES (ANGSTROEM)
C 0.69 1.49 -0.02  -0.608
C 0.27 0.07 -0.05  -0.078
C 1.43 -0.93 -0.01  -0.608
C -0.89 -0.22 -0.99  -0.212
C -0.82 -0.19 1.04  -0.215
H 1.12 1.75 0.97  0.210
H -0.20 2.10 -0.22  0.226
H 1.39 1.75 -0.86  0.206
H 0.98 -1.92 -0.32  0.210
H 2.31 -0.63 -0.69  0.217
H 1.77 -1.01 1.10  0.212
H -1.02 0.23 -2.00  0.188
H -0.93 -1.36 -1.23  0.154
H -2.67 -0.40 0.04  0.354
H -0.75 -1.31 1.27  0.165
H -0.86 0.41 1.95  0.194
N -1.83 0.18 0.02  -0.615

No. 10
A single C5H11N molecule in a non-equilibrium geometry. Source: OMol25; level of theory: the ωB97M-V functional and the def2-TZVPD basis.

Spin multiplicity: 1
Frontier orbital gap: 9.1 eV
LUMO: 1.2 eV
SMILES: C=C(N)CCC

Last column: natural (NBO) charge in e.
CARTESIAN COORDINATES (ANGSTROEM)
C 1.35 -0.31 -1.04  -0.548
C 0.66 -0.74 0.02  0.205
N 0.68 -2.02 0.50  -0.820
C -0.06 0.23 0.92  -0.435
C -0.54 1.53 0.32  -0.391
C -1.72 1.31 -0.67  -0.616
H 1.34 0.74 -1.29  0.202
H 2.09 -0.92 -1.52  0.192
H -0.02 -2.46 1.07  0.389
H 1.28 -2.70 0.06  0.380
H 0.53 0.43 1.82  0.223
H -0.97 -0.26 1.28  0.192
H 0.23 2.14 -0.16  0.200
H -0.86 2.17 1.14  0.201
H -2.63 1.21 -0.08  0.203
H -1.55 0.35 -1.16  0.211
H -1.72 2.08 -1.45  0.213

No. 11
A single C5H11N molecule in a non-equilibrium geometry. Source: OMol25; level of theory: the ωB97M-V functional and the def2-TZVPD basis.

Spin multiplicity: 1
Frontier orbital gap: 9.5 eV
LUMO: 1.1 eV
SMILES: CCC/C=C/N

Last column: natural (NBO) charge in e.
CARTESIAN COORDINATES (ANGSTROEM)
C 0.92 -0.09 2.43  -0.619
C 0.54 -1.32 1.49  -0.389
C -0.58 -1.00 0.41  -0.430
C -0.38 0.29 -0.35  -0.248
C -0.35 0.39 -1.72  -0.010
N -0.39 1.58 -2.60  -0.864
H 1.70 -0.17 3.22  0.216
H 0.01 0.32 2.96  0.200
H 1.42 0.51 1.77  0.199
H 1.49 -1.30 0.90  0.202
H 0.04 -2.12 1.91  0.207
H -0.81 -1.84 -0.20  0.215
H -1.47 -1.02 1.08  0.202
H -0.12 1.25 0.18  0.200
H -0.03 -0.50 -2.19  0.167
H 0.56 1.88 -2.85  0.374
H -1.00 2.37 -2.23  0.379

No. 12
2 unconnected molecules or ions with the total composition C5H11N in a non-equilibrium geometry. Source: OMol25; level of theory: the ωB97M-V functional and the def2-TZVPD basis.

Spin multiplicity: 1
Frontier orbital gap: 9.8 eV
LUMO: 0.7 eV
SMILES: C=CC.C=NC

Last column: natural (NBO) charge in e.
CARTESIAN COORDINATES (ANGSTROEM)
C -2.24 0.64 -2.05  -0.437
C -1.39 -0.38 -1.90  -0.151
C 0.05 -0.43 -2.37  -0.656
H -3.08 0.48 -1.39  0.209
H -1.99 1.49 -2.67  0.200
H -1.82 -1.27 -1.47  0.185
H 0.20 0.44 -3.01  0.208
H 0.15 -1.33 -2.97  0.218
H 0.65 -0.34 -1.46  0.222
C 1.62 -1.09 2.21  -0.060
N 1.31 -0.26 3.12  -0.390
C 0.76 1.00 2.62  -0.448
H 1.50 -2.13 2.55  0.163
H 2.35 -0.89 1.42  0.157
H 1.15 1.84 3.20  0.199
H 1.11 1.28 1.61  0.165
H -0.32 0.93 2.57  0.216

No. 13
A molecular structure, C5H11N. Source: OMol25; level of theory: the ωB97M-V functional and the def2-TZVPD basis.

Spin multiplicity: 1
Frontier orbital gap: 8.5 eV
LUMO: 1.0 eV

Last column: natural (NBO) charge in e.
CARTESIAN COORDINATES (ANGSTROEM)
C 1.24 -0.37 1.78  -0.612
C 0.63 -0.70 0.43  -0.150
C -0.80 -0.99 0.30  -0.251
C -1.57 0.81 0.10  -0.409
N 0.06 0.39 -0.34  -0.334
C 0.34 0.37 -1.78  -0.419
H 0.52 0.16 2.40  0.216
H 2.15 0.24 1.67  0.207
H 1.51 -1.30 2.29  0.216
H 1.29 -1.30 -0.21  0.201
H -1.00 -1.57 -0.62  0.143
H -1.55 1.71 -0.54  0.163
H -2.51 0.29 -0.14  0.205
H -1.58 1.11 1.14  0.227
H 1.32 0.84 -1.97  0.209
H -0.42 0.96 -2.30  0.203
H 0.35 -0.65 -2.20  0.186

No. 14
2 unconnected molecules or ions with the total composition C5H11N in a non-equilibrium geometry. Source: OMol25; level of theory: the ωB97M-V functional and the def2-TZVPD basis.

Spin multiplicity: 1
Frontier orbital gap: 8.9 eV
LUMO: 0.7 eV
SMILES: C=CC.C=CN

Last column: natural (NBO) charge in e.
CARTESIAN COORDINATES (ANGSTROEM)
C -3.82 0.43 -1.98  -0.403
C -2.76 0.99 -1.41  -0.171
C -2.82 1.97 -0.26  -0.655
H -3.70 -0.27 -2.80  0.195
H -4.86 0.61 -1.69  0.188
H -1.80 0.64 -1.75  0.191
H -1.99 2.67 -0.29  0.218
H -3.74 2.56 -0.36  0.215
H -2.92 1.41 0.68  0.223
C 4.57 -1.24 1.84  -0.544
C 3.36 -1.02 1.37  0.017
N 2.71 -1.76 0.39  -0.829
H 5.22 -2.06 1.58  0.194
H 4.97 -0.57 2.60  0.204
H 2.73 -0.20 1.72  0.186
H 3.10 -2.65 0.16  0.386
H 1.76 -1.51 0.21  0.387

No. 15
A molecular structure, C5H11N. Source: OMol25; level of theory: the ωB97M-V functional and the def2-TZVPD basis.

Spin multiplicity: 1
Frontier orbital gap: 8.4 eV
LUMO: 1.1 eV

Last column: natural (NBO) charge in e.
CARTESIAN COORDINATES (ANGSTROEM)
C 0.39 1.73 -1.17  -0.627
C 0.16 0.22 -1.15  -0.181
C -1.19 0.29 0.24  -0.304
C -1.44 -1.13 0.52  -0.291
N -0.06 -0.92 0.17  -0.337
C 0.93 -0.94 1.22  -0.416
H -0.55 2.27 -1.28  0.223
H 0.87 2.06 -0.25  0.204
H 1.08 1.97 -2.00  0.203
H -0.49 -0.13 -1.95  0.224
H 1.17 -0.22 -1.33  0.159
H -0.93 0.84 1.15  0.151
H -2.01 -1.76 -0.17  0.193
H -1.54 -1.44 1.56  0.206
H 1.80 -0.35 0.90  0.202
H 1.26 -1.97 1.40  0.206
H 0.56 -0.51 2.16  0.186

No. 16
A molecular structure, C5H11N in a non-equilibrium geometry. Source: OMol25; level of theory: the ωB97M-V functional and the def2-TZVPD basis.

Spin multiplicity: 1
Frontier orbital gap (alpha / beta): 8.0 / 8.0 eV
LUMO (alpha / beta): 0.3 / 0.3 eV

Last column: natural (NBO) charge in e.
CARTESIAN COORDINATES (ANGSTROEM)
C -0.44 1.00 -0.85  -0.448
N -0.46 -0.13 0.09  -0.498
C -1.19 -1.47 -0.40  -0.274
C -2.36 -0.74 -0.06  -0.238
H 0.79 -0.46 0.32  0.284
H -0.87 -2.24 0.30  0.217
H -1.17 1.74 -0.53  0.198
H -0.63 0.74 -1.90  0.174
H 0.53 1.49 -0.79  0.222
H -2.95 -0.28 -0.85  0.202
H -2.82 -0.80 0.91  0.213
C 1.80 0.02 1.16  -0.347
C 2.78 0.79 0.74  -0.458
H 2.87 1.13 -0.28  0.184
H 1.64 -0.38 2.15  0.185
H -0.98 -1.64 -1.45  0.200
H 3.48 1.25 1.44  0.185

No. 17
A single C5H11N molecule in a non-equilibrium geometry. Source: OMol25; level of theory: the ωB97M-V functional and the def2-TZVPD basis.

Spin multiplicity: 1
Frontier orbital gap: 10.1 eV
LUMO: 1.2 eV
SMILES: CC[C@H]1CN1C

Last column: natural (NBO) charge in e.
CARTESIAN COORDINATES (ANGSTROEM)
C -2.25 -1.15 -0.36  -0.603
C -1.41 0.15 -0.39  -0.414
C -0.03 0.13 0.25  -0.092
C 1.07 -0.56 -0.43  -0.270
N 1.17 0.88 -0.31  -0.399
C 2.16 1.22 0.75  -0.434
H -1.80 -1.97 -0.93  0.204
H -2.43 -1.52 0.66  0.205
H -3.23 -0.96 -0.81  0.212
H -1.27 0.44 -1.44  0.211
H -2.00 0.93 0.09  0.203
H 0.02 0.48 1.26  0.204
H 0.83 -0.83 -1.46  0.203
H 1.82 -1.19 0.04  0.196
H 2.43 2.28 0.69  0.206
H 3.08 0.64 0.59  0.192
H 1.84 1.01 1.79  0.174

No. 18
A single C5H11N molecule. Source: OMol25; level of theory: the ωB97M-V functional and the def2-TZVPD basis.

Spin multiplicity: 1
Frontier orbital gap: 10.3 eV
LUMO: 1.3 eV
SMILES: CCN1C[C@H]1C

Last column: natural (NBO) charge in e.
CARTESIAN COORDINATES (ANGSTROEM)
C 1.16 -0.08 -1.81  -0.625
C 1.51 0.11 -0.33  -0.220
N 0.37 0.56 0.47  -0.407
C 0.10 -0.17 1.69  -0.253
C -0.80 -0.30 0.52  -0.088
C -2.14 0.40 0.45  -0.611
H 1.65 -0.98 -2.21  0.211
H 0.08 -0.22 -1.95  0.210
H 1.46 0.77 -2.43  0.212
H 1.92 -0.83 0.07  0.163
H 2.29 0.86 -0.22  0.200
H 0.74 -1.03 1.91  0.186
H -0.18 0.41 2.57  0.198
H -0.74 -1.25 -0.01  0.188
H -2.94 -0.24 0.83  0.209
H -2.37 0.67 -0.58  0.210
H -2.11 1.32 1.04  0.217

No. 19
A molecular structure, C5H11N. Source: OMol25; level of theory: the ωB97M-V functional and the def2-TZVPD basis.

Spin multiplicity: 1
Frontier orbital gap: 8.3 eV
LUMO: 0.9 eV

Last column: natural (NBO) charge in e.
CARTESIAN COORDINATES (ANGSTROEM)
C 0.24 -1.67 0.92  -0.430
N -0.80 -0.79 0.60  -0.304
C -1.06 0.50 1.23  -0.267
C -0.72 0.26 -0.18  0.259
C 1.64 0.41 -0.19  -0.909
C -1.04 0.65 -1.57  -0.665
H 0.36 -2.47 0.18  0.197
H 1.16 -0.64 0.51  0.229
H 0.18 -2.05 1.94  0.197
H -0.27 0.92 1.86  0.190
H -2.08 0.63 1.60  0.188
H 1.38 1.48 -0.12  0.202
H 1.74 0.15 -1.25  0.200
H 2.63 0.31 0.26  0.215
H -0.78 1.70 -1.72  0.237
H -0.48 0.05 -2.29  0.231
H -2.11 0.54 -1.78  0.231

No. 20
A single C5H11N molecule. Source: OMol25; level of theory: the ωB97M-V functional and the def2-TZVPD basis.

Spin multiplicity: 1
Frontier orbital gap: 10.2 eV
LUMO: 1.2 eV
SMILES: CC[C@H]1CN1C

Last column: natural (NBO) charge in e.
CARTESIAN COORDINATES (ANGSTROEM)
C 0.06 1.45 -2.06  -0.605
C -0.28 0.12 -1.37  -0.403
C 0.13 0.08 0.08  -0.074
C -0.84 0.27 1.19  -0.255
N -0.33 -1.05 0.87  -0.411
C 0.61 -1.65 1.81  -0.418
H -0.46 2.29 -1.60  0.204
H 1.14 1.66 -2.01  0.201
H -0.22 1.42 -3.12  0.212
H -1.36 -0.05 -1.43  0.206
H 0.20 -0.71 -1.91  0.204
H 1.15 0.42 0.29  0.183
H -1.89 0.44 0.96  0.197
H -0.48 0.75 2.10  0.186
H 1.62 -1.67 1.39  0.190
H 0.31 -2.68 2.03  0.204
H 0.65 -1.11 2.77  0.179

For reference, ΔE to the lowest compared entry with this formula, charge and spin by record: 124.1; 216.6; 467.6; 81.1; 349.2; 121.9; 334.8; 266.3; 137.7; 62.1; 241.3; 310.2; 545.6; 160.1; 559.9; 593.8; 181.1; 121.2; 524.7; 124.9 kJ/mol.